# 1
{
  "formula": "C8H22FN2O2Rb",
  "method": "ωB97M-V/def2-TZVPD",
  "elements": ["Rb", "F", "C", "C", "C", "O", "C", "N", "H", "H", "H", "H", "H", "H", "H", "H", "H", "H", "H", "C", "C", "C", "O", "C", "N", "H", "H", "H", "H", "H", "H", "H", "H", "H", "H", "H"],
  "coordinates": [[9.62, -23.57, -6.24], [10.70, -26.07, -7.27], [9.28, -21.87, -9.12], [7.97, -21.56, -8.38], [6.86, -22.71, -8.33], [7.39, -23.90, -7.83], [6.50, -24.99, -8.05], [8.33, -21.07, -7.08], [9.78, -22.78, -8.80], [9.99, -21.05, -8.99], [9.06, -22.00, -10.18], [7.51, -20.69, -8.85], [6.51, -22.78, -9.36], [5.96, -22.31, -7.85], [5.52, -24.88, -7.59], [6.85, -25.88, -7.52], [6.50, -25.19, -9.12], [8.92, -20.27, -7.21], [7.43, -20.77, -6.72], [13.72, -26.94, -5.43], [12.83, -26.32, -4.42], [13.56, -25.88, -3.15], [14.31, -26.89, -2.45], [15.00, -26.52, -1.29], [12.27, -25.09, -5.03], [14.29, -27.73, -4.95], [14.49, -26.26, -5.82], [13.10, -27.38, -6.22], [12.05, -27.01, -4.10], [12.83, -25.60, -2.39], [14.22, -25.02, -3.24], [15.60, -27.38, -1.01], [14.27, -26.26, -0.53], [15.50, -25.64, -1.71], [12.85, -24.80, -5.80], [11.59, -25.50, -5.64]],
  "homo_energy_ev": -8.107,
  "de_lowest_kj_mol": 0.0
}


# 2
{
  "formula": "C42H50AsBaN6O3SbSi",
  "method": "ωB97M-V/def2-TZVPD",
  "elements": ["Ba", "O", "C", "C", "C", "C", "C", "C", "C", "O", "N", "N", "C", "C", "C", "C", "C", "C", "C", "O", "H", "H", "H", "H", "H", "H", "H", "H", "H", "H", "C", "C", "C", "C", "C", "C", "N", "C", "C", "C", "C", "C", "C", "N", "N", "C", "C", "C", "C", "C", "N", "H", "H", "H", "H", "H", "H", "H", "H", "H", "H", "H", "H", "H", "C", "As", "C", "C", "H", "H", "H", "H", "H", "H", "H", "H", "H", "C", "Si", "C", "C", "C", "C", "H", "H", "H", "H", "H", "H", "H", "H", "H", "C", "Sb", "C", "C", "H", "H", "H", "H", "H", "H", "H", "H", "H"],
  "coordinates": [[13.48, 12.98, 12.25], [14.35, 12.35, 17.44], [14.29, 13.68, 17.83], [14.72, 13.90, 19.15], [14.77, 15.17, 19.65], [14.39, 16.23, 18.85], [13.88, 16.00, 17.59], [13.79, 14.73, 16.98], [13.35, 14.45, 15.57], [13.60, 13.29, 15.12], [12.55, 15.37, 15.09], [11.99, 14.96, 13.87], [11.11, 15.84, 13.49], [10.34, 15.98, 12.25], [9.44, 16.98, 12.18], [8.67, 17.14, 11.02], [8.77, 16.26, 9.97], [9.71, 15.21, 10.07], [10.58, 15.05, 11.11], [11.57, 14.22, 11.05], [14.00, 12.48, 16.50], [14.90, 13.03, 19.82], [15.06, 15.36, 20.65], [14.59, 17.25, 19.20], [13.39, 16.76, 17.05], [10.97, 16.66, 14.19], [9.37, 17.66, 13.04], [7.86, 17.89, 11.08], [8.05, 16.33, 9.14], [9.90, 14.55, 9.24], [9.40, 12.32, 16.13], [9.28, 12.70, 14.79], [10.16, 12.23, 13.80], [11.08, 11.27, 14.14], [11.31, 10.97, 15.50], [10.46, 11.49, 16.53], [11.75, 10.64, 13.12], [11.65, 9.34, 12.98], [10.77, 8.52, 13.78], [10.44, 7.21, 13.45], [11.03, 6.57, 12.30], [11.93, 7.21, 11.56], [12.30, 8.61, 11.90], [13.04, 9.13, 10.93], [13.62, 10.27, 11.10], [14.45, 10.61, 9.96], [15.15, 9.62, 9.26], [15.85, 10.12, 8.18], [15.72, 11.47, 7.79], [15.11, 12.33, 8.62], [14.47, 11.93, 9.69], [8.79, 12.79, 16.83], [8.46, 13.38, 14.50], [10.06, 12.47, 12.70], [12.24, 10.53, 15.84], [10.69, 11.20, 17.56], [10.14, 8.95, 14.56], [9.70, 6.71, 14.02], [10.71, 5.58, 12.07], [12.44, 6.87, 10.64], [14.92, 8.64, 9.54], [16.28, 9.37, 7.60], [16.12, 11.88, 6.86], [15.16, 13.42, 8.43], [15.98, 9.68, 15.37], [15.84, 11.25, 14.26], [16.68, 12.71, 15.17], [17.39, 11.02, 13.04], [16.94, 9.63, 15.96], [15.91, 8.77, 14.78], [15.10, 9.80, 16.02], [17.73, 12.53, 15.26], [16.18, 12.84, 16.14], [16.52, 13.60, 14.58], [18.31, 10.72, 13.54], [17.70, 12.06, 12.74], [17.15, 10.42, 12.15], [17.56, 17.74, 12.14], [16.55, 16.93, 13.49], [15.07, 17.89, 14.27], [17.73, 16.51, 14.94], [15.94, 15.34, 12.72], [15.96, 14.49, 11.83], [18.23, 18.53, 12.42], [16.91, 18.14, 11.34], [18.20, 16.96, 11.70], [15.37, 18.65, 14.96], [14.59, 17.07, 14.73], [14.34, 18.27, 13.55], [17.95, 17.26, 15.70], [18.67, 16.06, 14.61], [17.04, 15.78, 15.33], [14.76, 17.53, 7.03], [12.89, 16.87, 7.82], [12.37, 18.88, 8.21], [13.60, 16.73, 9.87], [15.36, 18.19, 7.73], [14.68, 18.10, 6.08], [15.38, 16.66, 6.74], [13.13, 19.31, 8.88], [11.42, 18.97, 8.73], [12.34, 19.47, 7.23], [14.07, 17.66, 10.18], [14.28, 15.87, 9.90], [12.79, 16.45, 10.60]],
  "homo_energy_ev": -2.167,
  "total_charge": -2,
  "de_lowest_kj_mol": 0.0
}


# 3
{
  "formula": "C39H46BClN12O5Pt",
  "method": "ωB97M-V/def2-TZVPD",
  "elements": ["Pt", "C", "C", "C", "C", "N", "N", "B", "N", "C", "C", "C", "C", "N", "N", "C", "C", "C", "C", "N", "N", "C", "C", "C", "C", "N", "H", "H", "H", "H", "H", "H", "H", "H", "H", "H", "H", "H", "H", "H", "H", "H", "H", "H", "H", "H", "C", "C", "C", "C", "C", "O", "C", "C", "C", "C", "C", "C", "Cl", "C", "C", "C", "N", "C", "N", "C", "N", "H", "H", "H", "H", "H", "H", "H", "H", "H", "H", "H", "H", "H", "H", "H", "H", "H", "H", "H", "H", "H", "H", "O", "C", "O", "C", "C", "C", "C", "C", "C", "N", "O", "O", "H", "H", "H", "H"],
  "coordinates": [[0.01, 2.09, -0.21], [0.68, 4.44, -2.74], [0.82, 4.94, -1.35], [1.22, 6.20, -0.88], [1.17, 6.10, 0.49], [0.78, 4.86, 0.84], [0.57, 4.17, -0.30], [0.63, 4.12, 2.19], [-0.84, 3.58, 2.25], [-1.73, 3.70, 3.24], [-2.96, 3.31, 2.77], [-2.76, 2.96, 1.43], [-3.80, 2.60, 0.44], [-1.47, 3.13, 1.15], [1.64, 2.94, 2.17], [2.47, 2.52, 3.14], [3.32, 1.58, 2.61], [2.95, 1.46, 1.26], [3.60, 0.65, 0.21], [1.93, 2.29, 1.03], [0.89, 4.92, 3.46], [1.30, 6.17, 3.75], [1.36, 6.31, 5.12], [0.95, 5.06, 5.62], [0.81, 4.65, 7.04], [0.68, 4.26, 4.61], [0.74, 5.26, -3.44], [-0.28, 3.94, -2.86], [1.49, 3.73, -2.96], [1.50, 7.05, -1.46], [1.40, 6.86, 1.20], [-1.44, 4.02, 4.23], [-3.89, 3.28, 3.31], [-4.76, 2.51, 0.93], [-3.55, 1.67, -0.07], [-3.87, 3.38, -0.33], [2.41, 2.90, 4.14], [4.10, 1.05, 3.11], [3.68, -0.39, 0.52], [4.61, 1.02, 0.04], [3.04, 0.72, -0.72], [1.55, 6.90, 3.02], [1.63, 7.17, 5.68], [1.06, 5.48, 7.70], [1.46, 3.81, 7.27], [-0.22, 4.35, 7.25], [2.08, -6.04, 0.50], [1.13, -5.94, -0.71], [0.14, -7.11, -0.62], [1.94, -6.10, -2.00], [0.37, -4.55, -0.66], [-0.26, -4.36, 0.58], [-0.67, -4.47, -1.80], [-1.55, -3.22, -1.90], [-2.59, -3.10, -0.82], [-2.59, -2.04, 0.08], [-3.56, -1.94, 1.06], [-4.56, -2.90, 1.12], [-5.76, -2.81, 2.36], [-4.61, -3.93, 0.20], [-3.63, -4.03, -0.76], [1.45, -3.43, -0.76], [1.05, -2.19, -0.16], [0.76, -1.05, -0.79], [0.46, -0.12, 0.10], [0.59, -0.76, 1.29], [0.95, -2.00, 1.15], [2.19, -7.08, 0.79], [1.69, -5.48, 1.35], [3.07, -5.67, 0.26], [0.71, -8.04, -0.63], [-0.55, -7.15, -1.46], [-0.43, -7.09, 0.31], [2.53, -7.00, -1.93], [2.62, -5.27, -2.16], [1.30, -6.19, -2.87], [-0.80, -5.12, 0.79], [-1.34, -5.32, -1.68], [-0.14, -4.59, -2.74], [-2.09, -3.31, -2.85], [-0.96, -2.31, -1.95], [-1.83, -1.27, 0.02], [-3.55, -1.11, 1.75], [-5.42, -4.65, 0.22], [-3.68, -4.82, -1.49], [1.70, -3.24, -1.80], [2.34, -3.76, -0.22], [0.79, -0.92, -1.85], [0.42, -0.30, 2.24], [-3.43, 0.62, -2.55], [-2.25, 0.75, -2.28], [-1.77, 1.15, -1.18], [-1.22, 0.35, -3.34], [-1.57, -0.63, -4.27], [-0.63, -1.08, -5.18], [0.64, -0.53, -5.16], [0.99, 0.48, -4.27], [0.05, 0.90, -3.34], [1.65, -1.07, -6.06], [2.73, -0.52, -6.08], [1.36, -2.05, -6.69], [-2.57, -1.03, -4.25], [-0.87, -1.85, -5.90], [1.98, 0.91, -4.31], [0.31, 1.66, -2.60]],
  "homo_energy_ev": [-10.564, -10.564],
  "total_charge": 1,
  "spin_multiplicity": 4,
  "de_lowest_kj_mol": 120.4
}


# 4
{
  "formula": "C6H9NO2SSi",
  "method": "ωB97M-V/def2-TZVPD",
  "elements": ["N", "Si", "S", "O", "O", "C", "C", "C", "C", "C", "C", "H", "H", "H", "H", "H", "H", "H", "H", "H"],
  "coordinates": [[1.76, 2.01, -2.03], [0.97, 0.59, -2.47], [-0.75, 0.92, -1.14], [-0.66, 2.31, -0.71], [-1.98, 0.53, -1.81], [-0.62, -0.10, 0.34], [-0.23, 0.47, 1.53], [-0.09, -0.33, 2.65], [-0.34, -1.69, 2.56], [-0.74, -2.25, 1.36], [-0.88, -1.45, 0.24], [2.60, 2.41, -2.42], [1.19, 2.67, -1.50], [1.59, -0.63, -1.96], [0.42, 0.41, -3.82], [-0.05, 1.53, 1.57], [0.21, 0.10, 3.60], [-0.24, -2.32, 3.43], [-0.94, -3.31, 1.29], [-1.20, -1.85, -0.71]],
  "homo_energy_ev": -9.933,
  "smiles": "N[SiH2]S(=O)(=O)c1ccccc1",
  "de_lowest_kj_mol": 0.0
}


In order of appearance, electronic energy = -701.88076; -4975.67855; -3151.07752; -1126.94533 hartree.